# 1
The following is a quantum chemistry calculation of C23H38N4O in the gas phase, from the OMol25 dataset.

```
66
Properties=species:S:1:pos:R:3:forces:R:3:mulliken_charge:R:1
C -4.87122 -0.62965 -2.22328 0.0261 -0.0254 0.2494 -1.3976
C -5.34506 0.30476 -1.14898 -0.1094 0.1375 -0.1203 1.1563
C -5.32122 0.05285 0.15413 -0.0719 -0.1633 -0.0173 -0.5564
C -4.85649 -1.18397 0.85793 0.0382 0.0749 0.1260 -0.6568
H -4.40501 -1.89293 0.16714 -0.0450 -0.1056 -0.0385 0.3131
H -5.74022 -1.67013 1.28573 0.0488 -0.0789 -0.0509 0.3439
C -3.88979 -0.88779 2.01202 0.1417 -0.0672 -0.0757 -1.4356
H -4.28120 -0.04356 2.58558 -0.0505 0.0014 0.0885 0.4777
C -2.43943 -0.58059 1.61426 -0.1104 0.0006 -0.1259 1.0216
C -1.73342 -1.78724 1.00108 -0.0382 0.1928 0.2153 -1.1938
H -0.70268 -1.52377 0.78019 0.1131 -0.0488 -0.0525 0.0138
H -1.74294 -2.63066 1.68774 0.0065 -0.1403 0.0395 0.4343
H -2.20925 -2.09020 0.07228 -0.0720 -0.0909 -0.1684 0.2407
H -1.90999 -0.32805 2.54041 -0.0088 0.0359 -0.0191 0.3803
C -2.33711 0.61714 0.66319 0.1481 -0.1589 0.2739 -1.3287
N -0.95093 1.02712 0.49073 -0.0754 0.1112 -0.0802 1.0858
C -0.67401 1.59762 -0.81323 0.2493 -0.1511 -0.1176 -0.9771
C 0.83560 1.71948 -1.00760 -0.1964 0.2990 0.0265 0.1301
H 1.26678 0.71822 -0.98530 0.0135 -0.0626 -0.0514 -0.1707
H 1.05258 2.16040 -1.98174 0.0721 -0.0018 -0.0091 0.3485
C 1.42999 2.59804 0.09750 -0.4299 -0.2461 0.0533 -1.0548
N 2.85816 2.76176 -0.03375 0.4067 -0.3048 0.0104 1.2708
C 3.86699 1.85228 0.00701 0.4233 0.3338 -0.0860 0.5821
C 5.04616 2.54200 -0.19342 -0.0176 -0.2581 0.0372 -0.9420
C 4.64387 3.87351 -0.34652 -0.2513 -0.2602 0.0612 -0.4502
N 3.33661 3.99378 -0.24921 -0.1647 0.8586 -0.1004 -1.4466
H 5.25443 4.73664 -0.52100 0.0939 0.2057 -0.0400 0.4568
H 6.03174 2.13108 -0.22350 0.1453 -0.1244 0.0009 0.4649
N 3.63900 0.50119 0.22274 -0.4810 0.2171 0.0480 0.3286
C 4.58365 -0.48693 0.18111 -0.3264 -0.3845 0.2464 0.3278
O 5.75372 -0.28877 -0.03943 0.2042 0.1613 -0.1000 -0.6648
C 3.97227 -1.85918 0.45323 0.3062 0.0139 0.0255 0.4029
H 3.55944 -1.83143 1.46671 0.0029 0.0396 -0.0523 0.3417
C 5.01587 -2.98359 0.33314 0.1525 0.0283 -0.0345 -0.9092
H 6.01380 -2.55981 0.22784 -0.0147 -0.0460 0.1066 0.3419
H 4.99961 -3.61088 1.22443 -0.0045 -0.0056 0.0223 0.3347
C 4.60319 -3.79570 -0.89473 -0.0940 -0.0885 0.1406 -0.6618
C 3.08366 -3.66999 -0.90547 0.0529 0.0413 -0.1333 -0.8327
H 2.63997 -3.94714 -1.86069 -0.0859 -0.0527 0.0035 0.3931
C 2.86230 -2.19681 -0.56838 -0.1368 -0.1318 0.0189 -0.2055
H 1.86079 -2.01384 -0.17661 -0.0514 0.1113 -0.0558 -0.1247
H 2.99571 -1.59706 -1.47181 -0.0526 0.0405 -0.0144 0.2979
H 2.65213 -4.30081 -0.12636 -0.0399 -0.0595 0.0202 0.3218
H 4.94086 -4.82914 -0.84019 0.0632 -0.0291 -0.0766 0.3901
H 5.01579 -3.34375 -1.79753 0.0390 -0.0042 -0.0731 0.2725
H 2.68458 0.22980 0.40293 0.1918 -0.1041 -0.0216 -0.2243
C 1.01401 2.07864 1.47725 -0.1834 0.2740 -0.0837 -0.3803
C -0.50431 1.93509 1.52978 0.2535 -0.1622 0.1420 -1.0194
H -0.79647 1.53090 2.50047 -0.0231 0.0820 -0.0046 0.4598
H -0.97277 2.93111 1.42043 -0.0342 -0.0451 0.0243 0.4372
H 1.45822 1.10400 1.68275 0.0176 -0.0347 0.0700 0.1372
H 1.35189 2.77323 2.24778 0.0716 -0.0056 0.0013 0.3510
H 1.03453 3.61421 -0.01985 0.0915 -0.1732 0.0208 0.2912
H -1.08258 0.93335 -1.57805 -0.0319 0.0746 0.0100 0.4903
H -1.14253 2.59155 -0.93414 -0.0348 -0.0289 -0.0276 0.3502
H -2.72949 0.32071 -0.30914 -0.0305 0.0587 -0.0246 0.0204
H -2.95853 1.44729 1.03390 -0.0399 0.0295 -0.0958 0.3108
H -3.87144 -1.75400 2.67841 -0.0236 0.0430 0.0752 0.4761
H -5.70454 0.81206 0.82614 -0.0754 0.1924 0.0269 0.2651
C -5.87766 1.60592 -1.67729 0.0279 -0.0887 0.1709 -1.4717
H -5.08976 2.15443 -2.19421 0.0402 0.0792 -0.0974 0.3057
H -6.26495 2.22973 -0.87614 -0.0465 0.0820 0.0406 0.3611
H -6.67699 1.42324 -2.39480 -0.0746 0.0491 -0.1053 0.3743
H -5.72548 -1.02356 -2.77435 -0.0305 -0.0360 -0.1109 0.4152
H -4.30887 -1.46917 -1.82662 0.0600 -0.1106 -0.0311 0.2538
H -4.24153 -0.09305 -2.93263 0.0556 0.0103 -0.1001 0.3315
```
Forces are in eV/Å.

The calculation puts the relative energy (zero: lowest compared OMol25 entry of this formula, charge and spin) at 4.37 kcal per mole. Its multiplicity is 1. The SMILES is CC(C)=CCC[C@@H](C)CN1CCC(n2nccc2NC(=O)C2CCCC2)CC1. The value obtained for the gap between HOMO and LUMO is 0.32623 Eh. The value obtained for the energy is -1193.470146 Eh. As for the molar mass: 386.58 g/mol.

***

# 2
The following is a quantum chemistry calculation of a 9-piece molecular cluster, C21H64N14O9 overall, from the OMol25 dataset.

```
108
Properties=species:S:1:pos:R:3:forces:R:3:mulliken_charge:R:1
C -3.10892 -0.53325 -1.06831 -0.1778 -0.3794 0.4820 -1.4722
C -1.64326 -0.30729 -0.63984 -1.5255 0.2551 1.2236 1.2922
C -0.83899 -1.47304 -1.09032 1.1920 -0.7716 -0.7455 -0.3723
O 0.51783 -1.12219 -0.99729 1.0373 1.0712 0.6488 0.3400
C 1.53624 -1.92441 -1.52881 0.2606 -0.7184 -1.1580 -0.7074
N -1.13425 1.02420 -1.07854 -0.6609 -1.5427 0.3327 -0.2952
H -3.74175 -0.10081 -0.31120 -0.3850 0.2175 0.1034 0.5316
H -3.46268 -1.57941 -1.16052 0.7266 0.3281 0.1206 -0.1882
H -3.34996 -0.06370 -2.00935 0.1468 0.2680 -0.4504 0.4557
H -1.62411 -0.28977 0.46678 0.0090 0.0020 -0.3313 -0.3471
H -1.02367 -1.62881 -2.14020 -0.5167 -0.4363 -0.6979 -0.0024
H -1.08182 -2.39480 -0.52062 0.0607 0.4055 -0.2436 -0.2013
H 1.61928 -2.00931 -2.66650 -0.7650 0.5257 1.0068 0.2049
H 1.32994 -2.96069 -1.20612 0.8542 0.2032 0.2269 0.2365
H 2.53432 -1.47923 -1.25938 -1.1168 -0.7301 0.3442 0.0687
H -0.88589 0.80966 -2.04026 0.4098 0.7637 -0.3148 0.1154
H -0.27135 1.06912 -0.54403 0.5555 0.4339 -0.3574 0.1804
C -5.27987 -3.14295 -3.18211 0.8684 1.1811 -0.1972 -1.0252
C -4.53645 -4.42417 -3.01881 0.7540 -0.6792 0.4627 0.2572
C -3.41515 -4.43028 -4.05966 0.8570 -0.9745 1.4481 -0.9653
O -2.48771 -3.39987 -3.74545 -1.2081 0.3396 0.8339 -0.0703
C -1.31875 -3.45629 -4.47932 0.2098 0.6537 -0.6249 -0.8214
N -3.98218 -4.65029 -1.64984 -0.6650 1.0094 0.0942 -0.6873
H -4.44834 -2.43432 -3.07002 -0.4624 0.4591 0.1700 0.1559
H -6.01473 -2.91822 -2.41059 -0.2899 -0.1536 -0.3130 0.3234
H -5.58376 -2.98114 -4.22735 -0.5763 -0.1846 0.4749 0.3548
H -5.12983 -5.32142 -3.13113 -0.3920 -0.1634 -0.6647 0.4177
H -3.77613 -4.22904 -5.04696 -0.4571 -0.2534 -0.8184 0.4465
H -2.93832 -5.43928 -3.97656 -0.0199 0.6866 -0.3813 0.3713
H -1.55698 -3.52754 -5.56625 0.4674 -0.1880 0.4976 0.3521
H -0.75439 -4.28630 -4.08906 0.6842 -0.5868 -0.4273 0.3607
H -0.74202 -2.52731 -4.30391 -0.3354 -0.4171 -0.0983 0.1009
H -3.55120 -3.78377 -1.30036 0.2218 -0.4005 -0.4262 0.1896
H -4.82308 -4.68760 -1.06122 0.3903 -0.3687 -0.0335 0.2907
C 7.78676 1.13465 3.38334 -3.4352 0.2091 0.4327 -1.3097
C 6.85961 -0.07174 3.74513 0.7986 -0.5762 -1.1121 0.0592
C 5.69796 -0.19963 2.71413 1.7303 0.8548 0.3474 -0.5980
O 6.34401 -0.31737 1.42724 -0.6095 -0.1095 1.2005 -0.3278
C 5.41051 -0.80610 0.53013 -0.3797 -0.1728 -1.9962 -0.7121
N 7.56019 -1.37213 3.66093 -0.9610 0.1525 1.0846 -0.5896
H 7.11377 2.00763 3.48067 0.2544 -0.0044 -0.0163 0.2993
H 7.97211 1.10283 2.32963 0.9878 -0.1837 -0.4013 0.3132
H 8.55511 1.32276 4.08680 1.1948 -0.2738 0.2504 0.4182
H 6.48532 0.00234 4.75611 -0.3529 0.2679 0.2045 0.5086
H 5.02568 0.67705 2.70966 0.0303 -0.3671 0.0109 0.2883
H 5.20986 -1.13561 2.93691 -0.5523 -0.1782 0.0720 0.4023
H 4.52882 -0.15229 0.47390 -0.0317 0.0362 0.0621 0.1815
H 5.01995 -1.83516 0.71962 0.5573 0.4852 0.1852 0.3241
H 5.88740 -0.77353 -0.47946 -0.3663 -0.2295 0.6741 0.3210
H 7.88830 -1.73233 4.55608 0.2132 0.3753 -0.6006 0.2121
H 8.24157 -1.33684 2.94404 0.8501 -0.2727 -0.4017 0.2047
C 2.28038 4.79551 -3.18582 -1.1443 0.0984 -0.0363 -1.4133
C 1.00042 3.89534 -3.37938 0.3191 0.8745 0.4098 0.6383
C 1.45486 2.49048 -3.72725 0.7438 0.4409 -0.4523 -1.1472
O 0.41249 1.66176 -4.14918 -0.8036 -0.2843 -0.6620 -0.1735
C 0.00230 1.85370 -5.52987 0.2293 1.6440 1.3824 -0.8140
N 0.18052 3.90836 -2.13544 -1.1841 0.4727 0.4069 -0.3077
H 2.86741 4.34345 -2.37930 0.0022 0.3223 -0.0627 0.2670
H 2.05035 5.86690 -2.97199 -0.0866 -0.9433 0.2233 0.3452
H 2.87169 4.83670 -4.09351 0.1843 -0.2821 -0.2448 0.4407
H 0.38972 4.25264 -4.21549 0.1371 0.2138 0.0059 0.1365
H 1.91448 2.09959 -2.82671 -0.1160 -0.5937 0.2859 0.3786
H 2.27242 2.47867 -4.49955 -0.6197 0.3480 0.4758 0.4556
H -0.80609 2.62716 -5.68800 0.7360 -0.6763 0.5189 0.2499
H -0.35808 0.91202 -5.83017 -0.4003 -1.0830 -0.6458 0.2264
H 0.87435 2.17834 -6.09653 0.0188 -0.1911 -0.2912 0.3859
H -0.15938 3.00392 -1.75968 0.4605 0.6543 -0.8368 0.0728
H -0.66912 4.52824 -2.19048 1.3827 -0.9614 -0.2191 0.2519
C -3.46372 2.21640 1.76474 -1.1890 1.1689 0.7764 0.4177
O -4.18933 2.37876 2.74771 0.0497 -0.2817 0.4180 -0.7633
N -3.93350 2.21344 0.53321 -2.4042 0.0659 -1.6514 -0.2749
N -2.15545 2.18805 1.82470 3.7272 -0.3678 1.9857 0.2861
H -3.33423 2.02607 -0.25260 -0.1525 0.1812 -0.2303 0.1473
H -4.93584 2.43411 0.48041 0.9923 -0.4820 -0.4497 0.2386
H -1.48119 2.10449 1.08044 -0.4761 0.0685 -0.4325 -0.2418
H -1.73348 2.44723 2.71388 -0.1727 -0.1406 -0.2841 0.2831
C 1.30710 1.16625 2.19531 -0.3562 0.6750 2.7453 0.6212
O 1.31486 1.78322 1.15217 0.0840 0.2668 -0.9566 -0.5095
N 1.40602 1.79919 3.46939 0.8093 -0.6359 -2.6785 -0.5807
N 1.05295 -0.15665 2.29626 -0.0535 -1.0680 -0.5692 -0.0043
H 1.17850 2.77990 3.32116 -0.3205 0.0554 0.7698 0.2727
H 0.86355 1.24273 4.08635 -0.4836 0.3271 1.0763 0.2511
H 1.26405 -0.77348 3.08064 -0.0226 0.6460 -0.4164 0.2023
H 0.93916 -0.60291 1.40314 0.0991 -0.4709 -0.1616 -0.1822
C -0.35526 -3.87941 2.06648 -1.2512 -0.6272 -1.6144 0.5404
O 0.70081 -3.27858 1.98943 -0.5339 -0.0386 0.5989 -0.6054
N -1.17743 -4.08324 3.14111 0.6882 0.2709 0.3961 -0.4654
N -0.95808 -4.52461 0.92357 0.5510 -0.5324 1.5613 -0.4063
H -0.98760 -3.53711 3.93836 0.6792 0.6548 1.0395 0.2339
H -2.17435 -4.07686 3.06008 -0.3895 -0.2431 -0.7873 0.2616
H -0.28212 -4.53708 0.18089 0.1611 -0.2109 -0.3376 0.1486
H -1.19036 -5.48754 1.24058 -0.0165 0.9329 -0.7957 0.3092
C -0.16881 4.85891 2.05110 -1.5847 -0.0283 1.1910 0.6867
O -0.02143 4.32858 3.15634 0.3632 0.0981 -0.8144 -0.6976
N 0.73951 5.05621 1.07959 2.3439 -0.4671 -1.4978 -0.4990
N -1.35817 5.43010 1.68516 -0.4322 0.5956 -0.8849 -0.3664
H 0.51272 4.79113 0.11663 -0.4627 0.3156 0.3097 0.1777
H 1.69496 4.73025 1.21076 -0.4725 -0.0279 0.6732 0.2987
H -1.33644 6.04923 0.87937 -0.1340 -0.3994 0.4211 0.2026
H -2.26314 5.22158 2.07181 0.3638 -0.1934 0.3745 0.2013
C -3.41194 -1.01876 4.82048 -0.4844 -1.6099 -1.3370 0.4941
O -3.21138 -2.20142 4.56700 -0.3182 -0.6537 0.8747 -0.6511
N -2.69706 -0.10540 4.16709 0.1794 2.9727 0.6126 -0.2099
N -4.38582 -0.52975 5.65498 0.3092 -0.1724 0.2526 -0.4745
H -2.15511 -0.24553 3.36261 0.7109 -1.2908 -0.8341 0.1500
H -3.00570 0.84892 4.15154 -0.3592 0.3897 0.2832 0.1451
H -5.16386 -1.11414 5.90156 0.2414 -0.3862 -0.0730 0.2491
H -4.64108 0.41383 5.48316 -0.2217 0.7212 0.0061 0.2345
```
Forces are in eV/Å.

The calculation puts the relative energy (zero: lowest compared OMol25 entry of this formula, charge and spin) at 33.92 kcal per mole. Its multiplicity is 1. The SMILES is COC[C@H](C)N.COC[C@H](C)N.COC[C@H](C)N.COC[C@H](C)N.NC(N)=O.NC(N)=O.NC(N)=O.NC(N)=O.NC(N)=O. The value obtained for the gap between HOMO and LUMO is 0.33668 Eh. The value obtained for the energy is -2282.353998 Eh. As for the molar mass: 656.83 g/mol.